6 unconnected molecules or ions with the total composition C22H46BrNO7P at a distorted geometry, computed with ωB97M-V/def2-TZVPD.

XYZ file:
```
78
Properties=species:S:1:pos:R:3
C -1.73326 1.01962 -0.93740
O -2.11762 1.79954 0.16699
C -3.12985 2.80624 -0.09166
N -4.43937 2.40225 0.19931
P -5.64269 2.07918 -0.74146
O -5.83779 0.41813 -0.70678
Br -4.81705 2.20296 -2.97921
H -2.29977 1.23137 -1.85161
H -1.87725 -0.04142 -0.68542
H -0.66478 1.13029 -1.14927
H -2.98482 3.16405 -1.11918
H -2.82799 3.61618 0.58908
H -5.03242 -0.00320 -1.02855
C 2.00216 1.93722 -5.14046
C 0.99606 0.78652 -5.13949
C 1.04024 0.32979 -3.69233
O 1.34035 1.49259 -2.91160
C 1.74833 2.55653 -3.76920
H 1.86547 2.64513 -5.95712
H 3.01997 1.54420 -5.19061
H -0.00086 1.15857 -5.38394
H 1.24381 -0.00970 -5.83923
H 1.83699 -0.40681 -3.53270
H 0.09552 -0.09710 -3.35667
H 0.94525 3.30040 -3.81222
H 2.63612 3.03053 -3.34581
C -1.97825 3.55096 5.02581
C -2.69586 2.85420 3.86828
C -1.58039 2.00423 3.28046
O -0.71781 1.65642 4.38687
C -1.05314 2.44524 5.52179
H -2.64848 3.91773 5.80322
H -1.39237 4.39469 4.65449
H -3.49768 2.21842 4.24898
H -3.12628 3.53251 3.13497
H -1.00350 2.56120 2.54037
H -1.94805 1.09912 2.80453
H -1.56764 1.80924 6.25667
H -0.13653 2.82501 5.97930
C -0.40024 -4.76428 -4.63802
C 0.41277 -4.05826 -5.72361
C -0.38035 -2.76804 -5.90672
O -0.95727 -2.46820 -4.63779
C -0.82629 -3.58871 -3.76494
H 0.16057 -5.51657 -4.08522
H -1.27571 -5.24596 -5.07809
H 1.41653 -3.83540 -5.35574
H 0.50722 -4.62882 -6.64667
H -1.18665 -2.89480 -6.63765
H 0.24403 -1.93218 -6.22035
H -0.06874 -3.36042 -3.00697
H -1.77823 -3.75274 -3.25996
C 5.07050 -0.63464 -0.66095
C 6.34178 -0.72420 -1.50735
C 5.76356 -0.94662 -2.90130
O 4.51066 -0.27120 -2.92833
C 4.12766 0.10828 -1.59988
H 5.20817 -0.11857 0.28746
H 4.68705 -1.63527 -0.45170
H 6.88590 0.22172 -1.46992
H 7.02075 -1.51935 -1.20182
H 5.59843 -2.01353 -3.09356
H 6.39659 -0.54850 -3.69624
H 4.23949 1.19214 -1.49999
H 3.07814 -0.13594 -1.44789
C -1.28604 -1.37785 6.39464
C -2.35196 -1.30062 7.48829
C -1.65124 -1.99898 8.64864
O -0.25823 -1.73361 8.49504
C -0.00981 -1.17594 7.19843
H -1.40585 -0.63473 5.60715
H -1.29377 -2.36809 5.93426
H -2.55502 -0.25773 7.74095
H -3.29460 -1.77332 7.21730
H -1.81284 -3.08282 8.61214
H -1.97247 -1.63654 9.62656
H 0.21937 -0.11111 7.30950
H 0.85735 -1.67064 6.76105
```

The multiplicity is 1. The total energy comes out at -4362.65825 a.u. Its max |F| is 1.6 eV/Å. Its total charge is -1. The HOMO energy comes out at -3.81 eV.

=====

9 unconnected molecules or ions with the total composition C22H47NO32S8 at a distorted geometry, computed with ωB97M-V/def2-TZVPD.

XYZ file:
```
110
Properties=species:S:1:pos:R:3
O 3.69614 -5.37569 -1.27209
S 2.28498 -5.25861 -1.22174
O 1.53910 -5.28153 -2.44474
O 1.61606 -6.32660 -0.20636
C 0.85486 -5.69545 0.83301
C 0.56063 -4.31178 0.31892
O 1.79816 -3.99807 -0.32335
H -0.00041 -6.34278 1.00562
H 1.51731 -5.60055 1.69439
H 0.21738 -3.64067 1.10465
H -0.24860 -4.21351 -0.41087
O 6.77783 -0.16724 -2.68369
S 6.03819 -1.41182 -2.86230
O 6.57545 -2.64844 -2.41288
O 4.56855 -1.20543 -2.19607
C 3.58125 -1.05931 -3.21371
C 4.33291 -0.69052 -4.50166
O 5.52601 -1.47832 -4.38888
H 3.07752 -2.02619 -3.21353
H 2.92792 -0.23108 -2.94412
H 4.54791 0.37649 -4.45883
H 3.70375 -0.93922 -5.35004
O 0.50486 7.19322 3.18347
S 1.43977 6.15518 3.45347
O 1.98671 6.15327 4.78070
O 0.94283 4.64448 3.09636
C 1.85558 3.86310 2.30949
C 3.01519 4.78535 2.01003
O 2.63274 6.08735 2.38193
H 2.08047 3.02420 2.96719
H 1.28369 3.54014 1.44138
H 3.23446 4.65731 0.94847
H 3.93558 4.53586 2.53906
O -5.00202 -3.14568 -1.18432
S -4.12246 -4.26152 -1.00059
O -3.79413 -4.67622 0.32734
O -4.71942 -5.40645 -1.93258
C -4.10424 -5.51661 -3.21707
C -2.80917 -4.70076 -3.13355
O -2.78891 -4.00352 -1.90116
H -3.95161 -6.57064 -3.42711
H -4.72724 -5.09644 -4.00649
H -2.62941 -3.96792 -3.92053
H -1.94727 -5.36853 -3.22319
O -7.28116 2.66862 -0.54873
S -6.78792 1.55041 0.18730
O -5.45740 1.05736 -0.09036
O -6.98734 1.81883 1.76116
C -8.13905 1.15844 2.20479
C -8.23184 -0.14796 1.44873
O -7.79326 0.29429 0.13739
H -8.10369 0.96319 3.27750
H -9.03685 1.76069 2.04328
H -9.19015 -0.65225 1.37982
H -7.48398 -0.88789 1.74443
O -3.33380 1.47805 -4.69491
S -4.22266 1.44736 -3.56382
O -5.11301 0.32054 -3.45873
O -3.51552 1.81472 -2.13615
C -3.39386 3.22344 -2.03453
C -4.68077 3.77987 -2.65404
O -5.09799 2.81325 -3.63019
H -3.26132 3.49918 -0.99364
H -2.60410 3.62879 -2.67404
H -4.51444 4.72253 -3.16338
H -5.43532 3.76383 -1.86754
O 0.96702 0.69316 0.99771
S 0.31903 -0.09619 -0.00457
O 1.09182 -0.58308 -1.10169
O -0.55948 -1.28764 0.69336
C -1.62310 -1.63128 -0.16981
C -2.05020 -0.37080 -0.94820
O -1.03532 0.57911 -0.62665
H -1.21355 -2.39160 -0.83239
H -2.44772 -2.06103 0.39616
H -2.98105 0.09884 -0.64495
H -2.01549 -0.52277 -2.02697
O -3.94184 0.86840 5.43341
S -4.38617 1.44507 4.20746
O -5.18848 2.62576 4.28866
O -3.14003 1.59698 3.16795
C -3.01744 0.47752 2.30487
C -4.11266 -0.52663 2.67781
O -5.11071 0.30086 3.29290
H -3.20252 0.92351 1.32471
H -2.00371 0.07757 2.31098
H -3.84934 -1.27444 3.42778
H -4.52362 -1.04765 1.81559
C 8.29097 2.41410 1.84649
C 7.69636 1.02511 1.63843
N 6.24078 1.04955 1.62484
C 5.68476 -0.25746 1.23002
C 4.15633 -0.33327 1.53969
C 5.54775 2.14081 0.98684
C 5.67049 2.34002 -0.52154
H 8.18353 3.08805 0.99506
H 9.33575 2.42844 2.15898
H 7.79773 2.94555 2.66565
H 8.00496 0.47860 0.73438
H 8.05941 0.38886 2.45197
H 5.76469 -0.44282 0.15232
H 6.32842 -0.95377 1.76834
H 3.88643 -1.30738 1.12863
H 4.08443 -0.30186 2.62568
H 3.59165 0.44198 1.03937
H 5.90700 3.06154 1.46095
H 4.50436 2.14308 1.30194
H 5.45106 3.34947 -0.88721
H 4.99112 1.69130 -1.07831
H 6.70313 2.24237 -0.86502
```

The multiplicity is 1. The total energy comes out at -6514.13559 a.u. Its max |F| is 2.4 eV/Å. Its total charge is 0. The HOMO energy comes out at -7.93 eV. The structure (SMILES) is O=S1(=O)OCCO1.O=S1(=O)OCCO1.O=S1(=O)OCCO1.O=S1(=O)OCCO1.O=S1(=O)OCCO1.O=S1(=O)OCCO1.O=S1(=O)OCCO1.O=S1(=O)OCCO1.CCN(CC)CC.

=====

A molecular structure, C22H47NO4RhSi2 at a distorted geometry, computed with ωB97M-V/def2-TZVPD.

XYZ file:
```
77
Properties=species:S:1:pos:R:3
O -0.39249 -0.33187 -2.03852
O -1.02751 -4.71792 1.29001
C -1.83304 -0.27798 -2.25980
C -2.19504 -0.11461 -3.70849
H -2.21602 0.56413 -1.66634
H -2.23057 -1.21209 -1.86085
H -1.83049 0.82865 -4.11268
H -3.28195 -0.11549 -3.79154
H -1.78615 -0.92557 -4.31238
C 0.22209 -1.59443 -2.40887
C -0.64470 -2.82463 -2.29981
H 1.05149 -1.73370 -1.70641
H 0.64687 -1.43757 -3.41555
H -1.16062 -2.90402 -1.33165
H 0.05622 -3.66477 -2.34520
H -1.34255 -2.89231 -3.14188
C 0.13105 -4.21336 1.92380
C -2.18881 -4.48236 2.07032
C 1.38119 -4.76101 1.25190
H 0.18722 -4.51779 2.99019
H 0.12606 -3.10518 1.91497
H 1.41534 -5.85636 1.30991
H 2.25750 -4.34776 1.76615
H 1.39171 -4.47428 0.19719
C -3.26685 -5.47866 1.69219
H -2.51770 -3.45030 1.88696
H -2.01986 -4.57334 3.15977
H -3.36087 -5.55965 0.60763
H -4.21367 -5.15037 2.11972
H -3.01842 -6.46274 2.10564
H 0.23869 -0.16982 3.10725
Rh 0.57598 1.72875 -1.85530
C -0.69679 -0.31020 2.59511
Si -1.86023 0.92439 3.42318
H -0.55087 -0.05756 1.53813
H -1.01312 -1.35736 2.64386
C -3.62434 0.43831 2.99944
C -1.46362 2.63944 2.67359
C -1.66273 0.97150 5.30696
C 1.14906 1.65838 -3.69784
Si 2.69833 1.06485 -2.81538
H 1.27327 2.65401 -4.17795
H 0.68988 0.95859 -4.42279
C 3.43830 -0.25047 -3.92191
C 2.39289 0.22324 -1.13164
C 3.92544 2.46771 -2.72839
H -1.34822 0.00615 5.73512
H -2.62355 1.22357 5.79514
H -0.92407 1.72304 5.62515
H -3.91705 0.87967 2.04172
H -4.32815 0.79183 3.76488
H -3.72389 -0.64953 2.89951
H -1.75274 2.65616 1.60477
H -0.38629 2.86141 2.73060
H -2.03612 3.42929 3.20431
H 2.47085 -0.85734 -1.30976
H 1.44358 0.35341 -0.56423
H 3.20253 0.49992 -0.44509
H 4.92982 2.02534 -2.72870
H 3.81642 3.09993 -1.84095
H 3.81274 3.09188 -3.62428
H 4.52760 -0.24680 -3.78622
H 3.21065 -0.01568 -4.96806
H 3.05555 -1.25002 -3.69338
O -1.44518 5.21413 -1.07566
C -0.65313 4.26963 -1.08246
O -0.87238 3.08605 -1.65810
C 0.65341 4.36462 -0.32068
C 1.02837 5.45924 0.47355
C 2.13347 5.32631 1.32137
C 2.79196 4.09321 1.35036
C 2.39303 3.05899 0.50182
N 1.38025 3.22724 -0.37026
H 0.42477 6.35839 0.39987
H 2.41708 6.13469 1.99393
H 3.63082 3.91859 2.02879
H 2.83834 2.07027 0.57426
```

The multiplicity is 5. The total energy comes out at -1911.36026 a.u. Its max |F| is 3.7 eV/Å. The expectation value of S² is 6.011. Its total charge is +1. The HOMO energy (alpha / beta) comes out at -11.36 / -11.82 eV.